No. 1
Below is a structure of composition C32H32AsBrF14N5O8SSr, with properties calculated with ωB97M-V with the def2-TZVPD basis set.

Computed properties:
E_HOMO (eV): -3.22
Spin multiplicity: 2
F_max (eV Å⁻¹): 0.51
Net charge: -2
LUMO energy (eV): 3.44
ΔE to the lowest compared entry with this formula, charge and spin (eV): 0.056

Geometry (Å):
O1 3.67 -3.45 2.22
H1 -1.81 0.63 -4.61
H2 -3.11 4.23 -2.93
Br1 5.05 0.37 -2.23
C1 -1.81 -4.10 3.93
O2 -3.47 -0.38 -6.24
H3 1.85 4.34 -1.27
H4 -4.03 -1.31 -1.54
C2 4.42 -1.35 -1.66
C3 -3.14 3.23 -2.51
H5 4.82 4.09 0.32
H6 -0.76 3.78 -0.11
F1 -1.99 -4.93 4.99
C4 -0.74 -3.01 4.19
F2 -3.60 -0.42 2.95
H7 1.36 -2.96 4.66
C5 3.94 -3.61 -2.13
O3 2.14 -1.89 1.71
C6 4.39 -2.38 -2.59
H8 -3.44 -0.84 0.08
H9 -1.99 4.89 -0.69
H10 3.58 4.74 -1.39
F3 -2.77 0.94 4.45
H11 0.11 0.77 -3.04
H12 5.36 2.48 2.15
C7 -4.01 1.00 -2.52
H13 -5.04 1.68 -4.82
C8 -0.38 -0.18 -3.23
C9 4.51 2.33 1.49
C10 -2.29 1.60 -0.95
H14 1.35 -0.29 -1.38
H15 3.21 -4.68 -0.41
C11 -0.56 -2.54 -2.82
O4 -1.00 0.09 0.38
F4 -0.93 -2.99 6.63
C12 -1.46 -0.26 -4.10
C13 3.10 -2.68 1.45
F5 -0.68 2.84 3.47
F6 -3.02 -3.60 3.63
F7 0.56 2.81 5.59
O5 -4.70 -1.44 -4.42
C14 -2.73 0.55 3.18
H16 0.91 -4.15 3.46
H17 3.34 -0.57 2.58
H18 4.68 -2.22 -3.62
C15 3.55 -3.74 -0.81
C16 -1.39 4.03 -0.97
N1 2.55 1.06 0.88
H19 -0.66 2.05 0.41
Sr1 0.40 -0.40 2.27
O6 1.34 1.82 -0.89
H20 -2.30 -1.30 -1.17
C17 -1.10 -2.25 5.50
C18 -1.64 -2.61 -3.69
F8 1.37 3.25 2.26
H21 0.58 -4.47 5.18
C19 -3.25 -0.78 -1.00
C20 -1.26 1.23 0.00
F9 2.66 3.16 4.34
N2 3.90 0.28 2.55
C21 -4.83 2.59 -4.27
O7 -3.51 -2.83 -6.03
C22 3.63 1.21 1.63
C23 0.61 -3.71 4.40
H22 1.19 -1.88 -0.93
C24 2.85 3.93 -1.39
H23 2.89 3.40 -2.35
C25 0.08 -1.32 -2.56
C26 4.22 3.21 0.51
N3 1.18 -1.24 -1.70
F10 -2.36 -1.80 5.53
H24 -2.77 1.37 2.46
O8 -0.74 -2.14 3.16
H25 -0.72 4.34 -1.77
N4 3.16 3.02 -0.31
F11 0.78 4.77 4.10
C27 -3.98 2.28 -3.07
H26 4.61 0.43 3.24
H27 -4.63 0.24 -2.98
H28 -4.33 3.30 -4.93
As1 0.98 3.06 3.94
H29 3.89 -4.45 -2.81
H30 -2.13 -3.55 -3.88
C28 -2.11 -1.47 -4.33
H31 -0.20 -3.44 -2.32
F12 -0.29 -1.18 5.63
H32 -5.78 3.04 -3.96
F13 1.18 1.29 3.76
N5 4.04 -1.44 -0.42
C29 -2.29 2.92 -1.45
F14 -1.45 -4.87 2.89
C30 2.30 1.93 -0.13
C31 3.59 -2.62 0.01
C32 -3.18 0.64 -1.48
S1 -3.58 -1.54 -5.35

---

No. 2
Below is a structure of composition C10H19BaNO14 in a non-equilibrium geometry, with properties calculated with ωB97M-V with the def2-TZVPD basis set.

Computed properties:
E_HOMO (eV): -2.12
Spin multiplicity: 1
F_max (eV Å⁻¹): 3.47
Net charge: -2
LUMO energy (eV): 3.59
ΔE to the lowest compared entry with this formula, charge and spin (eV): 0.000

Geometry (Å):
O1 2.98 -0.01 -1.64
O2 -0.20 1.28 4.41
H1 -1.37 1.31 1.11
C1 -3.68 0.69 -1.99
C2 0.05 2.23 -4.58
O3 -1.14 -2.70 -1.78
O4 -0.64 2.37 -5.60
H2 0.65 2.48 1.44
O5 0.10 1.26 -3.80
H3 2.60 -1.93 0.67
H4 1.90 -3.29 1.64
O6 2.28 -1.64 -2.93
H5 1.88 1.46 4.58
C3 0.17 -1.48 2.09
O7 0.94 3.31 -4.31
N1 -0.51 0.77 1.24
H6 -5.47 0.95 -1.72
O8 -2.34 -3.38 -3.56
C4 3.18 -0.93 -2.49
C5 0.97 1.36 5.19
O9 4.49 -1.22 -2.81
H7 -1.26 2.46 3.19
C6 -0.20 2.21 3.31
H8 1.30 1.06 2.24
Ba1 0.13 -0.09 -1.34
H9 -0.26 -2.34 2.64
H10 -2.46 -3.95 -2.79
C7 0.37 1.60 2.03
H11 0.95 2.23 5.85
H12 1.76 -3.28 -0.12
H13 -1.80 -0.99 1.39
O10 0.56 -1.90 0.80
O11 -3.96 0.80 -3.17
O12 -4.77 0.72 -1.10
H14 4.98 -0.61 -2.24
H15 0.95 -1.10 2.76
O13 -0.88 -1.65 -3.70
C8 1.78 -2.64 0.76
C9 -0.94 -0.50 1.84
H16 0.30 3.15 3.55
H17 0.83 3.69 -5.20
H18 1.04 0.45 5.78
O14 -2.54 0.60 -1.45
C10 -1.37 -2.55 -3.03
H19 -1.37 -0.26 2.83

---

No. 3
Below is a cluster of 6 separate species, C21H53N5O6P in total, with properties calculated with ωB97M-V with the def2-TZVPD basis set.

Computed properties:
E_HOMO (eV): -2.51
Spin multiplicity: 1
F_max (eV Å⁻¹): 0.62
Net charge: -1
LUMO energy (eV): 1.89

Geometry (Å):
H1 -7.40 7.28 -1.07
O1 3.24 -3.20 -4.27
H2 -2.88 -2.00 2.33
H3 -0.31 -6.78 -0.32
C1 4.10 -3.96 -4.66
H4 -7.32 6.57 -2.67
H5 -1.72 2.47 -1.18
C2 -7.72 6.43 -1.66
H6 2.27 -2.38 -0.61
H7 5.90 -5.84 -5.13
C3 0.82 3.69 4.07
H8 1.37 5.50 6.30
H9 -1.86 4.30 -0.12
H10 5.84 -3.65 -5.90
H11 -0.96 -0.05 0.00
O2 -6.17 3.99 0.50
C4 4.76 -3.81 -6.01
H12 -0.78 -1.29 2.76
H13 4.61 -4.69 -6.64
C5 2.66 -5.27 1.25
H14 -2.18 -3.10 1.14
N1 1.71 -6.35 -0.74
O3 -2.97 -1.41 0.35
H15 -4.21 -0.03 1.28
H16 -3.25 3.38 1.23
H17 1.13 3.58 5.11
H18 2.91 4.82 5.77
C6 0.70 -7.08 -0.02
H19 -3.08 1.56 0.15
H20 -0.07 2.60 0.63
H21 0.79 -6.88 1.04
H22 0.96 5.21 2.62
H23 -0.49 1.08 2.78
N2 1.21 4.99 3.58
H24 -0.26 3.56 4.01
H25 -5.50 6.04 1.67
H26 -5.50 6.99 0.17
H27 5.09 -7.00 -4.08
H28 0.81 -2.26 -1.61
C7 2.65 -5.50 -0.25
H29 -8.81 6.48 -1.73
N3 4.50 -4.99 -3.85
H30 0.52 0.01 0.94
H31 4.05 -4.98 -2.94
H32 -6.96 6.93 1.16
H33 -7.47 4.34 -1.49
C8 -1.08 1.10 1.84
H34 3.49 0.83 -1.96
C9 -6.10 6.35 0.82
C10 2.10 -0.61 -1.81
C11 -0.57 -0.09 1.02
P1 -2.48 2.92 0.01
C12 -6.51 5.08 0.10
H35 1.71 -4.85 1.59
H36 -0.12 -2.18 1.40
O4 2.16 7.03 3.72
H37 2.84 -6.19 1.80
C13 -4.26 -0.94 0.67
C14 1.87 5.97 4.24
C15 5.50 -5.99 -4.13
H38 -2.13 0.93 2.15
H39 0.79 -8.16 -0.17
H40 2.77 6.57 6.05
N4 3.40 -0.17 -1.83
H41 2.39 -2.69 -2.33
C16 4.60 -0.97 -1.72
N5 -7.27 5.22 -1.04
H42 -4.85 -1.72 1.17
O5 3.42 -4.92 -0.98
H43 4.33 -2.01 -1.60
O6 1.18 0.17 -1.93
H44 -4.74 -0.67 -0.27
C17 -1.01 2.47 1.18
H45 6.34 -5.93 -3.43
H46 -1.08 3.25 1.95
H47 1.72 -6.42 -1.75
H48 4.32 -2.94 -6.49
H49 1.27 2.89 3.48
H50 -3.59 3.32 -0.86
H51 5.23 -0.89 -2.61
H52 3.45 -4.56 1.46
C18 2.25 5.69 5.69
H53 5.21 -0.68 -0.85
C19 -2.28 -2.04 1.41
C20 1.89 -2.09 -1.58
C21 -0.88 -1.43 1.68

---

No. 4
Below is the molecule C17H17NO3, with properties calculated with ωB97M-V with the def2-TZVPD basis set.

Computed properties:
E_HOMO (eV): -8.42
Spin multiplicity: 1
F_max (eV Å⁻¹): 0.75
LUMO energy (eV): 0.78
SMILES: Cc1ccc(NC(=O)[C@H]2COc3ccccc3O2)c(C)c1
ΔE to the lowest compared entry with this formula, charge and spin (eV): 1.070

Geometry (Å):
H1 0.00 -0.05 2.48
C1 0.15 1.28 0.81
C2 -0.53 0.42 1.66
C3 3.39 -0.97 -0.31
H2 -2.38 2.09 -1.25
H3 3.22 0.80 -1.54
C4 -0.51 1.91 -0.24
N1 1.51 1.57 1.10
C5 2.65 1.25 0.46
H4 1.05 -3.50 1.58
H5 3.57 -1.60 -1.19
C6 -1.87 0.14 1.44
H6 4.33 -0.71 0.17
H7 -4.51 1.29 -0.26
C7 -2.54 0.73 0.39
O1 2.62 -1.69 0.63
C8 -0.69 -3.18 0.37
H8 1.68 2.11 1.94
H9 -2.24 -2.65 -1.02
H10 -0.94 -0.79 -2.02
O2 3.72 1.67 0.84
C9 -1.85 1.61 -0.44
H11 0.96 3.43 -0.61
C10 0.59 -2.92 0.80
C11 -3.98 0.42 0.12
O3 1.41 -0.03 -1.33
H12 0.70 2.31 -1.94
C12 0.20 2.86 -1.15
C13 1.33 -1.90 0.22
H13 -0.50 3.56 -1.61
C14 -0.52 -1.40 -1.23
H14 -4.48 0.07 1.02
H15 -4.05 -0.37 -0.63
H16 -1.26 -3.97 0.83
H17 -2.38 -0.54 2.10
C15 -1.24 -2.43 -0.66
C16 0.76 -1.11 -0.78
C17 2.64 0.30 -0.75

---

No. 5
Below is the molecule C2H4N2 in a non-equilibrium geometry, with properties calculated with ωB97M-V with the def2-TZVPD basis set.

Computed properties:
E_HOMO (eV): -8.45
Spin multiplicity: 1
F_max (eV Å⁻¹): 3.89
LUMO energy (eV): 1.14
ΔE to the lowest compared entry with this formula, charge and spin (eV): 6.009

Geometry (Å):
N1 0.74 -0.01 -0.29
H1 0.82 -0.51 -1.11
H2 -2.37 1.03 0.43
H3 2.38 1.13 -0.27
N2 -0.71 0.01 0.28
H4 -0.77 -0.44 1.13
C1 -1.48 0.91 -0.25
C2 1.45 0.86 0.26

---

No. 6
Below is the molecule C6H7N3O in a non-equilibrium geometry, with properties calculated with ωB97M-V with the def2-TZVPD basis set.

Computed properties:
E_HOMO (eV): -9.53
Spin multiplicity: 1
F_max (eV Å⁻¹): 5.67
LUMO energy (eV): 0.57
SMILES: Cc1noc(NC#N)c1C
ΔE to the lowest compared entry with this formula, charge and spin (eV): 3.629

Geometry (Å):
N1 3.48 -2.24 0.40
H1 -1.20 -0.91 1.48
H2 0.48 -0.56 2.06
C1 0.91 0.26 -0.70
H3 0.26 -2.03 1.18
H4 -2.75 0.54 0.88
O1 0.65 1.24 -1.58
N2 2.47 -0.36 -0.86
H5 2.92 -0.08 -1.67
C2 -0.14 -0.93 1.34
C3 -1.09 0.88 -0.37
C4 -2.48 1.09 0.01
C5 -0.09 -0.05 0.14
N3 -0.66 1.63 -1.34
C6 3.00 -1.35 -0.16
H6 -2.68 2.24 0.14
H7 -3.09 0.63 -0.93

---

No. 7
Below is a structure of composition C28H25BrFN5O6PtS in a non-equilibrium geometry, with properties calculated with ωB97M-V with the def2-TZVPD basis set.

Computed properties:
E_HOMO (alpha / beta) (eV): -8.87 / -9.64
Spin multiplicity: 2
F_max (eV Å⁻¹): 2.07
Net charge: +1
LUMO energy (alpha / beta) (eV): -3.24 / -3.24
ΔE to the lowest compared entry with this formula, charge and spin (eV): 0.917

Geometry (Å):
C1 -4.16 -5.36 -0.30
H1 3.31 0.47 4.77
C2 -5.40 -1.46 -2.90
H2 6.33 0.31 4.73
C3 6.18 2.14 2.91
S1 -3.80 -2.09 -3.08
C4 -6.37 -1.67 -3.89
C5 0.56 0.76 0.52
C6 0.66 0.03 1.70
H3 7.24 1.91 2.95
O1 -0.86 -1.99 -1.62
C7 -2.07 -5.39 -1.46
N1 5.66 2.26 4.32
H4 -3.40 -7.08 -1.33
H5 -0.16 -0.60 2.01
C8 0.51 2.07 -1.86
H6 5.26 0.98 5.97
C9 -6.99 -0.31 -1.62
C10 -7.97 -0.52 -2.56
C11 -3.91 -4.03 0.00
C12 5.43 0.89 4.90
H7 5.27 1.25 1.17
N2 -5.73 -0.78 -1.80
O2 -1.59 -0.02 0.13
H8 4.34 -0.79 4.08
H9 -1.29 -5.88 -2.02
H10 3.80 4.83 -0.50
C13 -0.71 -3.27 -1.61
C14 2.78 1.63 0.96
H11 -5.05 -5.84 0.08
H12 4.74 2.70 4.24
C15 -1.63 1.20 -2.66
H13 -7.14 0.22 -0.70
C16 -7.65 -1.21 -3.73
F1 1.84 -0.70 3.57
O3 -4.86 -0.57 -0.83
C17 1.64 1.57 0.15
C18 1.79 0.08 2.46
C19 -3.23 -6.04 -1.06
N3 4.07 0.97 2.89
N4 1.56 2.29 -1.03
H14 -8.40 -1.39 -4.49
C20 5.37 1.04 2.23
H15 3.58 2.29 0.67
C21 2.79 4.47 -0.66
C22 -0.63 0.63 -0.32
H16 3.50 2.69 -1.80
O4 0.29 -3.89 -1.91
Br1 -5.08 -3.12 1.16
C23 2.23 4.49 -2.05
C24 2.89 0.87 2.11
H17 -6.06 -2.21 -4.78
H18 5.89 0.08 2.32
O5 -2.69 0.55 -2.38
H19 6.05 3.11 2.43
C25 4.20 0.29 4.18
O6 -1.40 1.80 -3.70
H20 0.54 2.57 -2.83
H21 1.18 4.70 -2.16
H22 -8.96 -0.14 -2.38
N5 -2.84 -3.38 -0.44
H23 6.26 2.84 4.90
H24 2.84 4.87 -2.86
C26 -1.93 -4.06 -1.14
C27 2.62 3.19 -1.43
H25 2.11 4.66 0.16
C28 -0.56 1.28 -1.58
Pt1 -2.80 -1.22 -1.17

---

No. 8
Below is a structure of composition C4H4HgO5 in a non-equilibrium geometry, with properties calculated with ωB97M-V with the def2-TZVPD basis set.

Computed properties:
E_HOMO (alpha / beta) (eV): -3.63 / -3.77
Spin multiplicity: 2
F_max (eV Å⁻¹): 2.60
Net charge: -1
LUMO energy (alpha / beta) (eV): 3.64 / 2.25
ΔE to the lowest compared entry with this formula, charge and spin (eV): 1.466

Geometry (Å):
H1 -1.54 1.26 -0.31
O1 0.44 0.80 0.05
H2 -1.26 0.44 1.23
O2 2.29 1.88 0.55
H3 -0.78 -0.87 -1.51
Hg1 2.28 0.02 -0.89
C1 0.71 -2.44 -0.01
C2 -0.93 0.48 0.18
C3 -1.16 -0.86 -0.48
O3 0.38 2.49 1.59
C4 1.08 1.78 0.86
O4 1.28 -1.96 -1.00
O5 -0.56 -1.93 0.26
H4 -2.24 -1.06 -0.51

---

No. 9
Below is a structure of composition C5H6Cl2IrO4RuS in a non-equilibrium geometry, with properties calculated with ωB97M-V with the def2-TZVPD basis set.

Computed properties:
E_HOMO (alpha / beta) (eV): -23.33 / -26.77
Spin multiplicity: 10
F_max (eV Å⁻¹): 15.35
Net charge: +4
LUMO energy (alpha / beta) (eV): -16.39 / -21.05
ΔE to the lowest compared entry with this formula, charge and spin (eV): 0.869

Geometry (Å):
C1 1.69 1.71 0.06
H1 -0.54 1.95 2.13
H2 -1.71 -1.37 3.94
Ru1 0.22 -0.12 -3.43
Ir1 0.54 0.40 -0.55
H3 0.00 -1.67 3.38
H4 -1.41 -2.52 2.60
C2 0.69 0.99 -4.81
H5 0.61 0.78 2.91
O1 1.02 1.68 -5.71
Cl1 -0.49 1.85 -2.06
C3 -1.06 -1.60 3.09
O2 -0.06 -0.83 0.85
S1 -1.26 -0.31 1.84
Cl2 -0.63 -1.58 -1.77
O3 0.88 -2.57 -5.02
H6 -0.97 1.20 3.68
C4 0.63 -1.61 -4.42
O4 2.29 2.59 0.56
C5 -0.45 1.04 2.73

---

- Which value of F_max does entry 9 give?
  15.35 eV Å⁻¹